1.
Computed, not measured: a molecular structure, C27H24AuBrNPS3, with ωB97M-V with the def2-TZVPD basis set.

**E_tot**: -5343.700649 Eh
**Total charge**: 0
**Energy relative to the best compared isomer or geometry (same formula, charge and spin)**: 0.00 kcal/mol
**Frontier orbital gap**: 7.544 eV
**Lowest unoccupied orbital energy**: -0.20 eV

Each line ends with the Mulliken charge.
Cartesian coordinates (Å):
Au1 -0.3131 0.1170 -0.5963  0.8558
S1 3.0077 2.9439 -1.7786  -0.2557
C1 1.7970 1.9458 -1.3806  0.2254
S2 1.8502 0.2049 -1.4694  -0.3804
S3 0.2207 2.4242 -0.7919  -0.4274
C2 -2.7725 -0.0909 -2.8672  -1.2013
C3 -3.9597 0.3960 -2.0819  0.5463
C4 -5.1278 0.7440 -2.7541  -0.7634
C5 -6.2555 1.1792 -2.0770  -0.7567
C6 -6.2398 1.2688 -0.6939  -0.8189
C7 -5.0851 0.9369 -0.0051  -1.0171
C8 -3.9444 0.5103 -0.6857  1.4468
P1 -2.4830 0.0056 0.2742  0.3099
C9 -2.6564 0.7945 1.9033  1.4080
C10 -2.6649 -0.0059 3.0467  -1.1052
C11 -2.7227 0.5601 4.3085  -0.6728
C12 -2.7687 1.9403 4.4361  -0.9125
C13 -2.7481 2.7373 3.3043  -0.6945
C14 -2.6894 2.1907 2.0241  1.2013
C15 -2.7027 3.1253 0.8443  -1.9208
C16 -2.6935 -1.7741 0.4849  0.5479
C17 -3.8712 -2.3363 0.9819  -0.0176
C18 -3.9798 -3.7062 1.1104  -0.8201
C19 -2.9131 -4.5145 0.7276  -0.6780
C20 -1.7587 -3.9570 0.2110  -0.9124
C21 -1.6272 -2.5711 0.0717  0.5964
C22 -0.3874 -1.9788 -0.5387  -2.1287
H1 -3.0434 -0.2323 -3.9123  0.4896
H2 -2.3985 -1.0441 -2.4877  0.1530
H3 -1.9494 0.6263 -2.8242  0.2380
H4 -5.1485 0.6664 -3.8343  0.4050
H5 -7.1474 1.4424 -2.6307  0.4017
H6 -7.1176 1.5948 -0.1519  0.4388
H7 -5.0723 1.0099 1.0748  0.5235
H8 -2.6130 -1.0820 2.9508  0.3795
H9 -2.7171 -0.0737 5.1859  0.5015
H10 -2.8078 2.3955 5.4176  0.4108
H11 -2.7735 3.8162 3.4054  0.4723
H12 -2.0741 3.9928 1.0422  0.5126
H13 -3.7176 3.4800 0.6500  0.3591
H14 -2.3462 2.6627 -0.0741  0.0661
H15 -4.6978 -1.6951 1.2671  0.4910
H16 -4.8871 -4.1481 1.5002  0.4357
H17 -2.9939 -5.5898 0.8242  0.4069
H18 -0.9424 -4.5960 -0.1046  0.4973
H19 -0.2682 -2.3416 -1.5629  0.5471
H20 0.5007 -2.3024 0.0086  0.6091
Br1 0.4960 0.3308 6.8662  -0.1102
C23 0.5540 0.1446 4.9875  0.0503
C24 0.6734 1.2657 4.1880  -0.6520
C25 0.6593 1.0795 2.8140  -0.1456
N1 0.5380 -0.1137 2.2381  0.0952
C26 0.4411 -1.1773 3.0287  -0.1847
C27 0.4456 -1.1089 4.4140  -0.6577
H21 0.7618 2.2550 4.6130  0.4594
H22 0.7435 1.9263 2.1395  0.4060
H23 0.3437 -2.1394 2.5350  0.3139
H24 0.3576 -2.0008 5.0177  0.4323

2.
Computed, not measured: a molecular structure, C27H24BaN4OS4Se, with ωB97M-V with the def2-TZVPD basis set.

**E_tot**: -5357.345543 Eh
**Total charge**: -2
**Energy relative to the best compared isomer or geometry (same formula, charge and spin)**: 8.18 kcal/mol
**Frontier orbital gap**: 3.980 eV
**Lowest unoccupied orbital energy**: 4.04 eV

Each line ends with the Mulliken charge.
Cartesian coordinates (Å):
Ba1 -0.6854 0.2547 0.7835  0.9531
S1 -2.6986 -0.4207 -1.5530  -0.3418
C1 -2.7427 0.2218 -3.1705  0.3481
C2 -3.8111 1.0610 -3.5512  -0.7307
C3 -3.9486 1.5562 -4.8326  -0.4205
C4 -3.0085 1.2495 -5.8125  -0.5054
C5 -1.9327 0.4510 -5.4676  -0.4154
C6 -1.7905 -0.0638 -4.1767  0.0827
S2 -0.4026 -1.1389 -3.9062  -0.1756
C7 0.5561 -0.1446 -2.7079  0.0698
C8 1.4847 -1.0486 -1.9569  0.0159
C9 2.7631 -1.3353 -2.4171  -0.6647
C10 3.5445 -2.2195 -1.6936  -0.4450
C11 3.0298 -2.8033 -0.5504  -0.8482
C12 1.7442 -2.4595 -0.1478  0.4607
C13 1.1363 -3.0294 1.1015  -0.5578
S3 -0.6716 -3.1694 0.9142  -0.0929
C14 -1.1031 -3.7340 2.5361  0.1139
C15 -1.5637 -5.0442 2.6594  -0.4874
C16 -1.9866 -5.5466 3.8785  -0.5187
C17 -1.9341 -4.7131 4.9921  -0.4424
C18 -1.4752 -3.4150 4.8813  -0.6010
C19 -1.0487 -2.8649 3.6524  0.2883
S4 -0.4656 -1.2297 3.5990  -0.4497
N1 1.0026 -1.5955 -0.8396  0.0439
H1 -4.5419 1.3040 -2.7906  0.3713
H2 -4.7928 2.1942 -5.0708  0.3260
H3 -3.1027 1.6376 -6.8196  0.3344
H4 -1.1721 0.2120 -6.2012  0.3783
H5 -0.1979 0.2548 -2.0335  -0.5146
H6 1.0843 0.6541 -3.2240  0.5919
H7 3.1326 -0.8665 -3.3196  0.4634
H8 4.5502 -2.4543 -2.0209  0.3942
H9 3.6140 -3.5025 0.0339  0.4164
H10 1.3277 -2.3682 1.9555  0.2880
H11 1.5420 -4.0169 1.3190  0.4881
H12 -1.5892 -5.6647 1.7712  0.3663
H13 -2.3487 -6.5644 3.9591  0.3410
H14 -2.2585 -5.0833 5.9593  0.3215
H15 -1.4394 -2.7729 5.7522  0.3638
Se1 0.3339 5.2063 2.0531  -0.1085
N2 2.0744 4.6239 2.2463  -1.1585
C20 2.3010 3.3202 2.0346  0.8291
C21 3.5400 2.7732 2.4290  -0.5541
C22 3.8506 1.4211 2.2778  -0.7187
C23 2.9223 0.5912 1.7002  -0.4404
N3 1.7519 1.0724 1.2349  -0.1665
C24 1.4071 2.3663 1.3581  0.5428
N4 0.1814 2.6737 0.8258  -0.3371
H16 4.2378 3.4523 2.9078  0.3627
H17 4.8005 1.0280 2.6239  0.3483
H18 3.0935 -0.4728 1.5657  0.1693
C25 -2.3728 3.5465 0.9544  -0.4622
O1 -1.4431 4.1767 0.1069  -0.5240
C26 -0.0770 3.9989 0.4683  0.3307
C27 0.7338 4.4907 -0.7264  -1.2251
H19 -3.3034 4.1139 0.8911  0.3162
H20 -2.0269 3.5369 1.9918  0.3289
H21 -2.5896 2.5200 0.6262  -0.0880
H22 0.7537 5.5775 -0.7855  0.2894
H23 0.2751 4.0779 -1.6305  0.3550
H24 1.7559 4.1236 -0.6381  0.3019

3.
Computed, not measured: 4 unconnected molecules or ions with the total composition C27H24BrCl2F3NO2 at a distorted geometry, with ωB97M-V with the def2-TZVPD basis set.

**E_tot**: -5042.224294 Eh
**Total charge**: +1
**Frontier orbital gap**: 6.314 eV
**Lowest unoccupied orbital energy**: -4.81 eV

Each line ends with the Mulliken charge.
Cartesian coordinates (Å):
C1 -0.7740 -1.3067 1.3976  -1.4153
C2 0.2482 -2.4233 1.3309  0.4241
Cl1 0.5767 -3.0060 2.9918  -0.1437
C3 1.6173 -2.0872 0.6615  -0.2058
Cl2 1.9532 -3.2839 -0.6161  -0.1181
C4 1.7157 -0.6986 0.0668  0.5714
C5 1.3564 -0.4206 -1.2493  -0.1519
C6 1.5344 0.8479 -1.7930  0.2838
C7 1.2050 1.0819 -3.2399  0.0465
O1 1.9911 1.5709 -3.9673  -0.4704
O2 -0.0154 0.7244 -3.6448  -0.4959
C8 2.0523 1.8642 -0.9939  -0.4989
C9 2.3550 1.5771 0.3244  -0.4322
N1 2.1905 0.3279 0.8186  -0.0713
Br1 2.6426 0.0766 2.6080  0.1475
H1 -0.4080 -0.4105 1.8958  0.2767
H2 -1.6049 -1.6680 1.9993  0.5423
H3 -1.1872 -1.0782 0.4198  0.2396
H4 -0.1999 -3.2460 0.7883  0.4238
H5 2.3834 -2.2273 1.4112  0.0846
H6 0.9824 -1.2277 -1.8608  0.5012
H7 -0.4467 0.1334 -3.0133  0.3833
H8 2.2091 2.8573 -1.3844  0.5833
H9 2.7408 2.3274 0.9961  0.4303
F1 -1.1775 1.2556 -0.8771  0.1368
C10 -2.1278 2.2413 -1.0224  0.5146
C11 -2.6273 2.8241 0.1216  -0.4411
C12 -3.5888 3.8166 -0.0048  -0.5627
C13 -4.0342 4.2000 -1.2619  -0.6961
C14 -3.5184 3.5927 -2.3972  -0.3733
C15 -2.5513 2.6041 -2.2827  -0.6475
H10 -2.2733 2.5039 1.0935  0.4178
H11 -3.9913 4.2880 0.8810  0.4028
H12 -4.7888 4.9683 -1.3556  0.4408
H13 -3.8715 3.8833 -3.3767  0.3984
H14 -2.1363 2.1250 -3.1583  0.4780
F2 -6.5703 2.2045 -1.9665  -0.2498
C16 -6.4867 0.8618 -1.8911  0.1944
C17 -5.2424 0.2652 -1.9407  0.2286
C18 -5.1627 -1.1184 -1.8601  -0.4727
C19 -6.3160 -1.8813 -1.7393  -0.5922
C20 -7.5556 -1.2579 -1.6948  -0.3793
C21 -7.6469 0.1245 -1.7674  -0.5246
H15 -4.3567 0.8772 -2.0415  0.2679
H16 -4.1953 -1.6037 -1.8936  0.3446
H17 -6.2495 -2.9594 -1.6811  0.3853
H18 -8.4563 -1.8494 -1.6048  0.3704
H19 -8.6029 0.6292 -1.7290  0.4358
F3 6.1773 0.4076 3.9733  -0.2937
C22 6.7817 -0.7544 3.6338  0.5079
C23 8.1351 -0.9026 3.8513  -0.4548
C24 8.7361 -2.1023 3.4978  -0.3761
C25 7.9849 -3.1244 2.9308  -0.5251
C26 6.6250 -2.9502 2.7189  -0.4006
C27 6.0153 -1.7560 3.0767  -0.0536
H20 8.7030 -0.0927 4.2889  0.4303
H21 9.7952 -2.2393 3.6665  0.3742
H22 8.4606 -4.0558 2.6560  0.3812
H23 6.0382 -3.7442 2.2763  0.3563
H24 4.9573 -1.5861 2.9329  0.0422